Arrangement i

5
Properties=species:S:1:pos:R:3:mulliken_charge:R:1 method="wB97M-V/def2-TZVPD" lumo_energy_ev="-2.803 / 0.105" orbital_gap_ev="6.77 / 10.09"
C 0.936 -0.047 -0.576 -0.0630
C -0.097 0.109 0.059 -0.1168
S -1.511 1.014 0.571 -0.0702
H 2.093 -1.807 -1.906 0.0907
H -1.420 0.731 1.853 0.1593

---

Arrangement ii

5
Properties=species:S:1:pos:R:3:mulliken_charge:R:1 method="wB97M-V/def2-TZVPD" lumo_energy_ev=-1.753 orbital_gap_ev=8.45
C -0.220 -0.642 -1.110 -0.1576
C 0.341 -0.654 -0.086 -0.3384
S 1.094 -0.230 2.121 -0.0603
H -0.506 -0.469 -2.094 0.3655
H 0.362 0.851 1.812 0.1908

---

What should be chosen as the most stable of them? Choose arrangement ii.

---

Arrangement i

14
Properties=species:S:1:pos:R:3:mulliken_charge:R:1 method="wB97M-V/def2-TZVPD" lumo_energy_ev=-3.733 total_charge=+1 orbital_gap_ev=10.30
C -1.657 0.972 0.010 0.1181
C 1.969 0.334 0.011 0.4933
N 2.769 -0.736 0.036 -0.3946
N -0.344 1.010 -0.024 0.0810
N 0.527 -0.075 -0.035 -0.2286
N -2.304 -0.157 -0.184 -0.3961
O 2.234 1.481 0.025 -0.4960
H -2.112 1.841 0.189 0.4599
H 2.807 -1.506 -0.568 0.2438
H 3.739 -0.567 0.173 0.2705
H 0.363 1.732 -0.052 0.1461
H 0.038 -0.917 0.139 0.1950
H -3.155 -0.336 0.350 0.2506
H -1.889 -0.957 -0.666 0.2570

---

Arrangement ii

14
Properties=species:S:1:pos:R:3:mulliken_charge:R:1 method="wB97M-V/def2-TZVPD" lumo_energy_ev="-5.880 / -5.881" total_charge=+1 orbital_gap_ev="7.33 / 7.33"
C 1.268 0.823 -0.363 -0.0209
C 0.262 -0.090 0.099 0.3173
N 1.802 -1.808 0.776 -0.7585
N 0.659 -1.343 0.584 0.4532
N -1.086 -0.121 -0.227 -0.2027
N -1.844 1.061 0.249 -0.5441
O 1.041 1.995 -0.837 -0.3194
H 2.347 0.392 -0.390 0.3644
H 0.239 2.320 -0.845 0.3087
H 1.914 -2.865 0.661 0.3095
H -1.445 -0.413 -1.075 0.1960
H -2.167 0.996 1.175 0.2572
H -0.260 -1.933 0.557 0.3687
H -2.729 0.987 -0.364 0.2707

---

What should be chosen as the most stable of them? Choose arrangement i.

---

Arrangement i

14
Properties=species:S:1:pos:R:3:mulliken_charge:R:1 method="wB97M-V/def2-TZVPD" lumo_energy_ev=1.307 orbital_gap_ev=11.40
C 3.776 2.776 1.284 -0.8416
C 3.645 1.628 2.296 -0.7673
H 4.234 3.598 1.836 0.2538
H 2.848 3.010 0.755 0.2858
H 4.392 2.563 0.406 0.2873
H 3.021 1.874 3.144 0.2723
H 3.131 0.847 1.724 0.2432
H 4.627 1.272 2.591 0.2666
C -5.279 -2.590 -1.837 -0.3873
C -4.607 -3.231 -2.773 -0.4842
H -6.292 -2.262 -2.024 0.2236
H -4.806 -2.435 -0.874 0.2204
H -5.134 -3.593 -3.656 0.1884
H -3.554 -3.457 -2.870 0.2390

---

Arrangement ii

14
Properties=species:S:1:pos:R:3:mulliken_charge:R:1 method="wB97M-V/def2-TZVPD" lumo_energy_ev=1.197 orbital_gap_ev=10.86
C 1.732 0.707 1.303 -0.8299
C -1.261 -0.669 -0.352 0.0819
C -0.138 -0.903 -1.319 -0.9740
C -1.878 0.496 -0.172 -0.7285
H 2.128 1.676 1.616 0.2976
H 1.854 -0.014 2.115 0.2434
H 2.283 0.359 0.425 0.2070
H -1.575 -1.530 0.239 0.2631
H -0.433 -1.621 -2.095 0.3233
H 0.738 -1.321 -0.810 0.2295
H 0.164 0.028 -1.811 0.2922
H -2.689 0.608 0.543 0.2500
H -1.595 1.382 -0.739 0.2477
H 0.672 0.801 1.056 0.0967

---

Arrangement iii

14
Properties=species:S:1:pos:R:3:mulliken_charge:R:1 method="wB97M-V/def2-TZVPD" lumo_energy_ev=1.204 orbital_gap_ev=11.79
C 1.435 -0.616 -0.072 -1.1490
C 0.771 0.717 0.094 -0.5631
C -0.786 0.713 -0.150 -0.4304
C -1.492 -0.647 0.010 -1.7472
H 2.584 -0.258 0.104 0.3190
H 1.570 -0.967 -1.070 0.3468
H 1.126 -1.253 0.739 0.3221
H 0.844 1.000 1.043 0.3977
H 1.015 1.481 -0.553 0.3562
H -1.079 1.032 -1.106 0.4072
H -1.225 1.367 0.555 0.3141
H -1.026 -1.344 -0.549 0.4080
H -1.322 -0.692 0.982 0.4215
H -2.413 -0.535 -0.026 0.5971

---

Arrangement iv

14
Properties=species:S:1:pos:R:3:mulliken_charge:R:1 method="wB97M-V/def2-TZVPD" lumo_energy_ev=1.084 orbital_gap_ev=10.62
C 2.264 2.637 0.013 -1.0787
H 1.305 2.940 0.086 0.2820
H 2.294 2.235 -0.899 0.3023
H 2.591 1.783 0.674 0.2332
H 2.964 3.442 0.334 0.2598
C -1.526 -2.201 0.770 -0.9550
C -0.875 -1.557 -0.362 0.2103
C -1.176 -0.417 -0.974 -0.8081
H -2.464 -1.683 1.033 0.3002
H -1.788 -3.298 0.760 0.2819
H -0.945 -1.973 1.662 0.2598
H -0.072 -2.166 -0.954 0.2014
H -0.808 -0.001 -1.826 0.3443
H -1.764 0.260 -0.318 0.1667

---

What should be chosen as the most stable of them? Choose arrangement ii.

---

Arrangement i

26
Properties=species:S:1:pos:R:3:mulliken_charge:R:1 method="wB97M-V/def2-TZVPD" lumo_energy_ev=3.326 total_charge=-1 orbital_gap_ev=7.92
C 3.470 -0.590 0.866 -1.3326
C -0.096 -0.533 -0.219 -0.2930
C 0.951 -1.249 0.428 0.7081
C 2.068 -0.341 0.426 0.7894
C 1.652 0.750 -0.313 -0.7639
C -1.355 -1.155 -0.248 -0.3281
C -1.478 -2.489 0.078 -0.4530
C -0.389 -3.268 0.541 -0.7024
C 0.793 -2.593 0.793 -0.3617
N 0.322 0.668 -0.657 -0.0502
H -2.291 -0.620 -0.383 0.2035
H -2.453 -2.929 -0.106 0.3347
H -0.271 1.625 -0.739 0.2726
H -0.554 -4.334 0.598 0.3598
H 2.304 1.587 -0.512 0.3652
H 1.676 -3.043 1.239 0.3338
H 4.199 0.130 0.503 0.3374
H 3.817 -1.605 0.596 0.2849
H 3.675 -0.698 1.944 0.2719
C -2.785 2.505 -0.628 -0.9181
C -1.625 3.482 -0.914 0.5852
O -0.469 3.026 -1.187 -0.7653
O -1.899 4.679 -0.745 -0.7217
H -3.672 3.140 -0.633 0.3594
H -2.703 2.284 0.446 0.2335
H -2.885 1.572 -1.174 0.2506

---

Arrangement ii

26
Properties=species:S:1:pos:R:3:mulliken_charge:R:1 method="wB97M-V/def2-TZVPD" lumo_energy_ev=2.828 total_charge=-1 orbital_gap_ev=6.83
C -1.865 3.765 1.283 -0.8264
C -2.154 3.945 -0.281 0.5770
O -1.152 3.690 -1.010 -0.6898
O -3.310 4.264 -0.595 -0.7292
H -2.793 3.417 1.733 0.2504
H -1.555 4.729 1.665 0.2678
H -1.083 3.021 1.430 0.1956
C 3.032 -2.991 -0.192 -1.2976
C -0.397 -1.418 0.073 -0.1665
C 0.995 -1.276 -0.277 1.0011
C 1.657 -2.484 0.118 0.4334
C 0.727 -3.269 0.732 -0.6639
C -0.933 0.702 -0.844 -0.5784
C -1.349 -0.456 -0.197 -0.7301
C 0.426 0.903 -1.111 -0.5600
C 1.352 -0.097 -0.960 -0.5084
N -0.489 -2.606 0.753 -0.0521
H -1.631 1.442 -1.193 0.5314
H -2.410 -0.681 -0.182 0.2982
H 0.666 1.887 -1.499 0.4396
H 2.403 0.124 -1.117 0.2858
H -1.253 -2.995 1.280 0.1870
H 0.834 -4.237 1.183 0.4009
H 3.747 -2.171 -0.073 0.3238
H 3.138 -3.424 -1.188 0.2414
H 3.398 -3.782 0.470 0.3690

---

What should be chosen as the most stable of them? Choose arrangement i.